C12H11I2N2Pt | the ωB97M-V functional and the def2-TZVPD basis

total charge: +1
energy above the lowest of the compared OMol25 structures with the same formula, charge and spin: 0.0010 eV
HOMO: -11.127 eV
orbital gap: 0.2505 Eh
spin multiplicity: 1

Structure (XYZ):
```
28
Properties=species:S:1:pos:R:3:forces:R:3:mulliken_charge:R:1
Pt -0.918 -2.001 1.032 0.057 -0.073 -0.091 0.454
I -1.758 -4.386 2.021 0.007 0.010 0.010 0.163
C -3.192 -3.242 3.113 -0.022 0.010 -0.001 -0.807
I -2.884 -1.227 2.499 -0.038 0.032 0.043 0.323
H -2.994 -3.337 4.174 0.008 -0.008 -0.001 0.405
H -4.190 -3.565 2.844 0.003 0.000 -0.002 0.385
C -0.584 -0.160 0.498 -0.039 0.031 0.038 -1.746
C -0.384 0.985 0.163 0.006 -0.011 -0.018 1.557
C -0.142 2.344 -0.241 0.006 0.011 0.001 0.289
C -0.738 2.849 -1.398 -0.012 0.000 -0.004 -0.431
C -0.500 4.157 -1.785 0.001 -0.002 0.003 -0.513
C 0.330 4.969 -1.024 0.001 -0.001 0.001 -0.410
C 0.923 4.472 0.127 0.002 0.004 0.000 -0.510
C 0.691 3.164 0.521 0.006 -0.004 -0.003 -0.422
H -1.388 2.213 -1.984 0.005 -0.004 0.002 0.409
H -0.964 4.545 -2.682 -0.001 0.000 0.001 0.395
H 0.513 5.991 -1.329 0.000 0.000 0.001 0.390
H 1.569 5.104 0.722 0.001 0.000 0.000 0.396
H 1.151 2.770 1.417 -0.003 0.001 0.003 0.410
N 1.319 -1.712 -0.896 0.054 0.009 0.040 0.046
C 2.307 -2.318 -1.561 -0.017 -0.002 -0.015 0.016
C 2.262 -3.659 -1.236 -0.018 -0.011 -0.016 -0.963
C 1.197 -3.777 -0.347 0.007 0.007 0.015 0.033
N 0.635 -2.586 -0.145 -0.001 0.005 0.000 -0.181
H 1.053 -0.733 -0.844 -0.023 -0.005 -0.014 0.177
H 2.960 -1.764 -2.212 0.003 0.002 0.004 0.458
H 2.907 -4.441 -1.594 0.002 0.001 0.002 0.372
H 0.821 -4.655 0.149 0.004 -0.002 0.001 0.305
```
Forces are in eV/Å.

=====

C28H42ClF3IN4O6 | the ωB97M-V functional and the def2-TZVPD basis

total charge: +1
energy above the lowest of the compared OMol25 structures with the same formula, charge and spin: 0.0000 eV
HOMO: -10.973 eV
orbital gap: 0.2692 Eh
spin multiplicity: 1

Structure (XYZ):
```
85
Properties=species:S:1:pos:R:3:forces:R:3:mulliken_charge:R:1
C -3.860 -2.196 2.095 0.728 0.543 0.301 -0.826
C -2.942 -1.299 2.883 -0.514 0.912 1.359 0.801
O -3.338 -0.542 3.740 0.445 -0.603 -0.822 -0.538
O -1.573 -1.373 2.645 -0.236 -0.180 -0.207 -0.270
C -1.197 -0.558 1.532 -0.185 -0.497 0.090 -1.126
C -0.522 0.741 2.029 -1.624 -2.871 0.011 -0.843
N -0.628 1.658 0.887 1.393 0.757 0.701 0.909
C -1.879 2.211 0.369 -1.065 -0.510 0.112 -1.973
C -3.065 2.098 1.350 -0.626 0.627 -0.585 1.612
C -3.420 3.444 1.994 -0.039 -0.108 -0.151 -1.437
Cl -4.491 1.618 0.334 0.117 -0.298 0.188 -0.172
C 0.543 1.882 0.413 -0.029 1.306 -0.326 -1.181
I 0.767 3.059 -1.311 0.060 -0.508 0.444 0.222
C 1.653 1.224 1.181 1.865 -0.412 -0.340 2.043
C 2.881 2.082 1.620 -0.568 0.899 -0.017 -0.946
C 2.662 3.606 1.738 1.910 0.574 0.863 -0.947
C 2.350 4.079 3.143 -0.449 1.096 -0.267 0.366
F 2.724 3.366 4.232 -1.028 -0.942 -0.120 -0.305
C 1.686 5.255 3.343 0.749 -1.274 -0.003 0.192
F 2.197 6.382 2.899 -1.227 0.242 -1.192 -0.190
F 0.501 5.386 3.894 0.514 0.667 1.314 -0.203
C 2.277 0.276 0.121 -0.910 -0.120 -0.257 -1.994
O 1.197 -0.259 -0.670 0.292 -0.887 0.511 0.053
C 1.531 -1.393 -1.399 0.177 0.187 -1.109 0.636
C 1.729 -2.682 -0.639 -0.143 0.689 -0.308 -1.139
O 1.624 -1.294 -2.592 -0.203 -0.144 0.596 -0.595
C 0.955 0.537 2.431 -0.947 0.828 -0.091 1.041
N 1.035 1.199 3.715 0.228 0.171 -0.467 -0.518
C 1.452 -0.890 2.692 0.211 0.314 -0.166 -0.990
C 1.094 -1.445 4.060 0.590 -0.962 -0.463 -1.079
O 2.201 -1.163 4.944 -0.671 0.413 0.511 -0.355
C 1.769 -1.271 6.248 0.226 1.203 0.784 0.128
O 1.769 -0.339 7.006 0.207 -1.052 -0.845 -0.440
H -4.793 -1.655 1.999 -0.209 -0.095 -0.188 0.351
H -3.408 -2.431 1.140 -0.160 -0.225 -0.166 0.031
H -4.024 -3.082 2.703 -0.007 -0.230 -0.099 0.365
H -0.538 -1.157 0.915 0.147 0.165 -0.200 -0.322
H -2.080 -0.358 0.927 0.030 0.181 -0.157 0.678
H -1.117 0.981 2.906 0.037 0.825 -0.059 0.868
H -2.143 1.694 -0.552 0.243 -0.250 -0.054 0.536
H -1.769 3.258 0.114 0.439 0.124 0.024 0.887
H -2.976 1.309 2.081 0.134 -0.030 0.082 -0.630
H -4.233 3.891 1.432 -0.078 0.113 -0.086 0.441
H -3.776 3.330 3.011 0.155 -0.004 0.183 0.372
H -2.596 4.151 1.928 0.221 -0.028 0.367 0.320
H 3.248 1.739 2.582 -0.104 -0.278 0.097 0.349
H 3.709 1.938 0.937 -0.030 -0.080 -0.250 0.780
H 1.905 4.006 1.079 -0.119 -0.115 -0.086 0.230
H 3.602 4.080 1.435 0.063 -0.112 -0.282 0.571
H 2.883 0.852 -0.574 0.195 0.138 0.078 0.734
H 2.885 -0.505 0.569 0.040 -0.022 0.140 0.558
H 2.632 -2.606 -0.040 -0.015 -0.114 0.292 0.432
H 0.851 -2.848 -0.021 0.058 -0.186 0.225 0.276
H 1.860 -3.478 -1.359 -0.030 -0.141 -0.059 0.381
H 1.945 1.150 4.150 -0.013 0.125 0.153 0.609
H 0.668 2.140 3.711 0.147 0.125 0.099 0.130
H 1.191 -1.597 1.912 -0.217 0.030 -0.118 -0.413
H 2.543 -0.839 2.674 0.102 -0.030 0.039 0.939
H 1.047 -2.531 3.958 -0.297 -0.108 0.089 0.571
H 0.156 -1.065 4.444 -0.050 0.149 0.063 0.502
H 1.438 -2.279 6.537 -0.042 -0.019 -0.149 0.381
C 2.286 -0.114 -7.757 0.036 0.015 0.031 -1.304
C 2.183 -0.541 -6.297 0.145 0.042 -0.237 -0.520
C 0.739 -0.785 -5.846 0.248 0.194 -0.023 0.509
C -0.055 0.441 -5.975 -0.095 -0.222 0.047 0.289
N -0.666 1.407 -6.076 -0.004 0.091 0.067 -0.526
H 1.777 0.834 -7.933 -0.052 -0.025 0.008 0.361
H 3.330 0.019 -8.042 -0.002 -0.029 -0.020 0.369
H 1.849 -0.865 -8.418 -0.002 0.012 -0.015 0.323
H 2.638 0.225 -5.666 -0.042 -0.047 0.086 0.283
H 2.756 -1.459 -6.150 -0.064 -0.023 0.096 0.381
H 0.718 -1.099 -4.804 -0.033 -0.004 0.004 -0.339
H 0.280 -1.570 -6.449 -0.038 0.060 -0.042 0.234
C -1.745 -2.811 -4.449 0.005 -0.020 0.031 -0.931
C -1.779 -3.830 -3.316 0.119 0.104 -0.236 -0.345
C -2.922 -3.581 -2.325 0.224 0.017 -0.064 -0.595
C -2.788 -2.264 -1.695 -0.197 -0.163 -0.022 0.289
N -2.684 -1.233 -1.201 0.162 0.078 0.012 -0.368
H -1.570 -1.800 -4.076 -0.057 -0.003 0.015 0.283
H -0.939 -3.046 -5.143 -0.048 -0.044 0.005 0.255
H -2.682 -2.812 -5.007 0.000 0.019 -0.009 0.338
H -0.823 -3.811 -2.786 -0.036 -0.052 0.062 0.099
H -1.893 -4.830 -3.735 -0.049 -0.037 0.106 0.370
H -2.918 -4.339 -1.542 -0.075 0.027 0.044 0.324
H -3.886 -3.626 -2.834 -0.035 0.040 0.027 0.361
```
Forces are in eV/Å.

=====

Q: The lowest energy above the lowest of the compared OMol25 structures with the same formula, charge and spin belongs to which entry?
A: C28H42ClF3IN4O6

=====

Q: Which value of orbital gap does entry 2 give?
A: 0.2692 Eh

=====

Q: Which formula does entry 1 have?
A: C12H11I2N2Pt